Record 1
A 11-piece molecular cluster, C50H93N11O6 overall. Source: the OMol25 dataset; level of theory: ωB97M-V/def2-TZVPD.

CARTESIAN COORDINATES (ANGSTROEM)
C1 -15.82 12.46 32.94
C2 -14.88 13.46 32.66
C3 -14.65 13.47 31.32
N1 -15.58 12.62 30.73
C4 -16.27 11.96 31.73
H1 -16.13 12.12 33.91
H2 -14.26 14.03 33.33
H3 -14.01 14.05 30.67
H4 -15.74 12.55 29.74
H5 -17.02 11.23 31.48
C5 -28.69 -6.93 29.59
C6 -28.14 -5.73 29.13
C7 -28.86 -4.75 29.74
N2 -29.87 -5.31 30.44
C8 -29.79 -6.67 30.42
H6 -28.41 -7.90 29.22
H7 -27.42 -5.57 28.34
H8 -28.71 -3.69 29.67
H9 -30.59 -4.76 30.88
H10 -30.42 -7.30 31.03
C9 -24.05 15.09 29.02
C10 -24.32 13.87 28.40
C11 -24.66 14.14 27.10
N3 -24.70 15.52 26.95
C12 -24.33 16.04 28.14
H11 -23.55 15.04 29.98
H12 -24.23 12.94 28.94
H13 -24.88 13.43 26.32
H14 -24.88 16.05 26.11
H15 -24.27 17.11 28.28
C13 -24.01 10.71 39.07
C14 -24.24 9.40 39.26
C15 -25.14 9.20 40.35
N4 -25.39 10.50 40.83
C16 -24.81 11.44 39.96
H16 -23.30 11.18 38.41
H17 -23.88 8.60 38.63
H18 -25.41 8.31 40.90
H19 -25.96 10.68 41.65
H20 -24.98 12.50 40.09
C17 -18.15 2.38 29.39
O1 -19.46 1.93 29.73
C18 -20.56 2.81 29.47
C19 -20.51 3.91 30.53
N5 -21.65 4.76 30.33
C20 -22.17 5.49 31.51
C21 -23.17 4.50 32.29
O2 -24.18 4.06 31.37
C22 -24.63 2.73 31.48
H21 -17.83 1.49 28.84
H22 -17.59 2.48 30.32
H23 -18.30 3.25 28.75
H24 -21.52 2.32 29.29
H25 -20.51 3.14 28.43
H26 -19.67 4.59 30.42
H27 -20.28 3.48 31.51
H28 -22.40 4.19 29.96
H29 -22.60 6.42 31.14
H30 -21.46 5.96 32.19
H31 -23.70 5.21 32.93
H32 -22.74 3.76 32.97
H33 -25.06 2.52 30.50
H34 -25.45 2.47 32.14
H35 -23.81 2.04 31.67
C23 -16.78 3.31 37.26
O3 -17.19 4.45 38.00
C24 -18.55 4.85 37.73
C25 -19.51 4.08 38.71
N6 -19.72 2.70 38.40
C26 -20.88 2.20 39.17
C27 -22.27 2.10 38.51
O4 -23.19 3.23 38.66
C28 -24.47 2.94 38.11
H36 -15.71 3.15 37.35
H37 -16.79 3.27 36.17
H38 -17.20 2.37 37.62
H39 -18.86 4.57 36.72
H40 -18.80 5.91 37.77
H41 -20.46 4.61 38.63
H42 -19.18 4.31 39.73
H43 -19.01 2.29 38.98
H44 -20.93 2.57 40.19
H45 -20.64 1.17 39.45
H46 -22.76 1.29 39.05
H47 -22.09 1.58 37.57
H48 -24.45 2.30 37.23
H49 -25.11 3.81 37.97
H50 -25.02 2.34 38.84
C29 -0.95 4.36 24.58
O5 -2.10 3.87 25.20
C30 -2.37 4.40 26.48
C31 -3.88 3.93 26.84
N7 -3.83 2.53 27.28
C32 -5.14 1.92 27.20
C33 -6.31 2.61 27.90
O6 -7.32 1.68 28.24
C34 -8.45 2.21 28.84
H51 -0.82 3.56 23.85
H52 -0.03 4.41 25.17
H53 -1.22 5.37 24.25
H54 -2.18 5.47 26.60
H55 -1.80 4.12 27.37
H56 -4.61 4.16 26.07
H57 -4.14 4.57 27.68
H58 -3.14 2.08 26.70
H59 -5.30 0.88 27.48
H60 -5.50 2.00 26.17
H61 -6.67 3.47 27.34
H62 -5.88 2.83 28.88
H63 -9.12 1.42 29.20
H64 -9.00 2.88 28.18
H65 -8.35 2.68 29.82
C35 -24.65 6.89 25.36
C36 -25.92 6.89 26.31
C37 -26.75 5.59 26.17
C38 -27.58 5.65 24.91
N8 -28.27 5.68 24.01
H66 -24.03 7.71 25.72
H67 -24.77 7.03 24.29
H68 -24.06 5.98 25.44
H69 -26.43 7.83 26.15
H70 -25.61 7.00 27.35
H71 -27.42 5.77 27.01
H72 -26.28 4.64 26.40
C39 -28.34 9.84 32.59
C40 -28.37 10.70 33.87
C41 -27.61 12.06 33.67
C42 -27.97 13.21 34.53
N9 -28.18 14.18 35.18
H73 -28.39 10.37 31.64
H74 -28.99 8.96 32.60
H75 -27.38 9.32 32.59
H76 -27.96 10.06 34.65
H77 -29.43 10.78 34.14
H78 -27.96 12.47 32.72
H79 -26.56 11.91 33.43
C43 -19.94 -2.13 21.91
C44 -19.08 -1.68 20.73
C45 -19.48 -2.14 19.36
C46 -19.70 -3.58 19.11
N10 -19.97 -4.67 18.86
H80 -20.92 -2.24 21.45
H81 -19.80 -1.39 22.70
H82 -19.46 -3.08 22.12
H83 -18.04 -1.85 20.99
H84 -19.12 -0.60 20.59
H85 -18.77 -1.82 18.60
H86 -20.34 -1.63 18.94
C47 -20.85 -3.56 29.83
C48 -20.88 -4.34 31.14
C49 -20.41 -3.44 32.35
C50 -18.94 -3.12 32.37
N11 -17.82 -2.98 32.44
H87 -21.53 -2.71 29.82
H88 -20.98 -4.27 29.01
H89 -19.79 -3.29 29.75
H90 -20.47 -5.35 31.21
H91 -21.94 -4.59 31.12
H92 -20.71 -3.91 33.28
H93 -20.86 -2.44 32.38

## Properties
Highest occupied orbital energy = -8.03 eV
SMILES = c1cc[nH]c1.c1cc[nH]c1.c1cc[nH]c1.c1cc[nH]c1.COCCNCCOC.COCCNCCOC.COCCNCCOC.CCCC#N.CCCC#N.CCCC#N.CCCC#N
Multiplicity = 1
E = -82019.8689 eV

Atom charges from the Mulliken analysis, given in e for atoms 1 to 4:
1 C -0.36
2 C -0.46
3 C -0.33
4 N -0.03


Record 2
C3H6O2 as an isolated structure. Source: the OMol25 dataset; level of theory: ωB97M-V/def2-TZVPD.

CARTESIAN COORDINATES (ANGSTROEM)
C1 0.74 -0.47 -1.19
O1 -0.03 0.56 -0.96
C2 -0.71 0.72 0.18
C3 -0.10 0.48 1.48
O2 -0.62 0.78 2.53
H1 1.32 -0.92 -0.40
H2 -0.61 -1.48 -0.62
H3 1.10 -0.51 -2.22
H4 -1.11 -1.10 -0.08
H5 -1.49 1.46 0.10
H6 0.91 0.00 1.46

## Properties
Highest occupied orbital energy (spin up / spin down) = -8.78 / -8.78 eV
Multiplicity = 1
E = -7298.4948 eV

Atom charges from the Mulliken analysis, given in e for atoms 1 to 4:
1 C -0.37
2 O -0.23
3 C -0.28
4 C 0.12


Record 3
A 9-piece molecular cluster, C37H58BrNO20P2S overall. Source: the OMol25 dataset; level of theory: ωB97M-V/def2-TZVPD.

CARTESIAN COORDINATES (ANGSTROEM)
N1 -3.69 -4.12 3.46
C1 -5.04 -4.47 3.32
O1 -5.78 -4.34 4.26
C2 -5.54 -4.97 1.95
C3 -6.56 -6.13 2.18
P1 -5.86 -7.40 3.38
C4 -4.69 -8.56 2.47
C5 -3.30 -8.42 3.19
O2 -2.97 -7.35 3.50
Br1 -2.23 -10.01 3.55
P2 -7.59 -8.51 4.13
O3 -7.76 -8.00 5.70
O4 -8.96 -8.01 3.34
S1 -7.43 -10.42 3.96
H1 -3.15 -4.66 2.78
H2 -3.38 -4.44 4.38
H3 -4.72 -5.27 1.28
H4 -6.10 -4.13 1.49
H5 -6.83 -6.58 1.21
H6 -7.45 -5.72 2.70
H7 -4.51 -8.16 1.45
H8 -5.02 -9.61 2.47
H9 -7.51 -7.06 5.67
H10 -9.17 -7.12 3.67
O5 -1.83 -3.27 0.41
C6 -1.27 -2.38 1.00
C7 0.23 -2.23 1.16
C8 0.33 -1.22 2.28
C9 -0.94 -0.42 2.11
O6 -1.91 -1.35 1.59
H11 0.65 -1.85 0.22
H12 0.69 -3.18 1.42
H13 1.23 -0.61 2.25
H14 0.31 -1.74 3.25
H15 -0.82 0.40 1.39
H16 -1.30 -0.01 3.05
O7 0.88 1.58 0.36
C10 2.08 1.57 0.33
C11 3.00 2.76 0.52
C12 4.32 2.23 -0.01
C13 4.21 0.74 0.26
O8 2.81 0.44 0.14
H17 3.05 2.99 1.58
H18 2.65 3.62 -0.05
H19 5.19 2.69 0.44
H20 4.37 2.41 -1.09
H21 4.54 0.48 1.27
H22 4.78 0.15 -0.46
O9 3.87 4.32 -2.66
C14 4.88 4.30 -3.32
C15 5.02 4.75 -4.76
C16 6.36 4.14 -5.15
C17 7.10 4.10 -3.83
O10 6.08 3.90 -2.83
H23 5.05 5.84 -4.79
H24 4.21 4.37 -5.37
H25 6.89 4.70 -5.92
H26 6.21 3.12 -5.52
H27 7.61 5.04 -3.61
H28 7.82 3.29 -3.78
O11 10.29 3.89 -1.93
C18 10.02 2.75 -1.67
C19 9.64 2.21 -0.31
C20 9.79 0.71 -0.50
C21 9.49 0.55 -1.98
O12 9.96 1.76 -2.60
H29 8.60 2.50 -0.09
H30 10.30 2.59 0.46
H31 9.13 0.12 0.13
H32 10.82 0.42 -0.30
H33 8.42 0.45 -2.19
H34 10.01 -0.30 -2.42
O13 2.08 9.82 -3.15
C22 1.80 8.69 -2.87
C23 1.45 8.16 -1.50
C24 1.59 6.65 -1.70
C25 1.27 6.48 -3.17
O14 1.73 7.69 -3.80
H35 0.42 8.44 -1.26
H36 2.13 8.54 -0.75
H37 0.95 6.06 -1.05
H38 2.63 6.36 -1.52
H39 0.20 6.38 -3.35
H40 1.78 5.63 -3.60
O15 -10.75 -12.18 -0.61
C26 -11.10 -11.41 0.23
C27 -12.53 -11.01 0.54
C28 -12.34 -9.76 1.39
C29 -11.00 -10.02 2.05
O16 -10.25 -10.80 1.09
H41 -13.01 -11.81 1.10
H42 -13.08 -10.80 -0.38
H43 -13.15 -9.58 2.10
H44 -12.27 -8.88 0.74
H45 -11.10 -10.61 2.97
H46 -10.47 -9.10 2.27
O17 1.02 0.94 5.26
C30 0.08 1.67 5.30
C31 -0.50 2.33 6.53
C32 -1.87 2.78 6.05
C33 -1.62 3.01 4.57
O18 -0.61 2.06 4.20
H47 0.13 3.17 6.82
H48 -0.58 1.61 7.35
H49 -2.26 3.66 6.56
H50 -2.59 1.97 6.18
H51 -1.24 4.02 4.36
H52 -2.52 2.85 3.97
O19 4.78 6.30 -8.90
C34 4.45 7.12 -8.09
C35 3.04 7.60 -7.81
C36 3.28 8.87 -7.01
C37 4.60 8.57 -6.33
O20 5.32 7.73 -7.25
H53 2.52 6.84 -7.22
H54 2.50 7.80 -8.74
H55 2.48 9.11 -6.31
H56 3.40 9.71 -7.69
H57 4.47 8.03 -5.39
H58 5.18 9.48 -6.13

## Properties
Highest occupied orbital energy = -8.64 eV
SMILES = NC(=O)CCP(CC(=O)Br)P(O)(O)=S.O=C1CCCO1.O=C1CCCO1.O=C1CCCO1.O=C1CCCO1.O=C1CCCO1.O=C1CCCO1.O=C1CCCO1.O=C1CCCO1
Multiplicity = 1
E = -181209.2835 eV

Atom charges from the Mulliken analysis, given in e for atoms 1 to 4:
1 N -0.40
2 C 0.33
3 O -0.61
4 C -0.49


Record 4
A 2-piece molecular cluster, C5H6O3 overall. Source: the OMol25 dataset; level of theory: ωB97M-V/def2-TZVPD.

CARTESIAN COORDINATES (ANGSTROEM)
C1 -0.94 0.34 -0.75
C2 -0.14 -0.82 -0.72
C3 -0.09 0.09 0.48
C4 1.05 0.78 0.98
C5 2.24 0.75 1.40
H1 -2.56 -0.79 -0.57
H2 -0.42 0.87 -1.77
H3 -0.53 -1.84 -0.51
H4 1.89 -0.19 -1.09
H5 -1.78 0.11 1.55
H6 3.41 0.89 1.52
O1 -2.23 0.64 -0.39
O2 1.00 -0.55 -1.63
O3 -0.90 -0.27 1.49

## Properties
Highest occupied orbital energy = -9.00 eV
Multiplicity = 1
E = -11415.8238 eV

Atom charges from the Mulliken analysis, given in e for atoms 1 to 4:
1 C -0.05
2 C -0.18
3 C 1.22
4 C -0.97


Record 5
C26H22Cl5MnN6O3Se as an isolated structure. Source: the OMol25 dataset; level of theory: ωB97M-V/def2-TZVPD.

CARTESIAN COORDINATES (ANGSTROEM)
Mn1 0.45 0.50 -0.03
C1 4.93 -0.78 -0.58
N1 3.95 -1.79 -0.17
C2 4.49 -3.03 0.38
C3 2.66 -1.55 -0.31
O1 2.21 -0.51 -0.80
C4 1.68 -2.61 0.18
O2 0.38 -2.24 -0.23
C5 -0.62 -2.67 0.66
C6 -0.62 -1.75 1.89
O3 0.05 -0.70 1.83
N2 -1.33 -2.09 2.96
C7 -1.30 -1.26 4.16
C8 -2.14 -3.30 3.04
H1 5.55 -0.51 0.27
H2 5.57 -1.19 -1.38
H3 4.41 0.10 -0.94
H4 5.43 -2.80 0.87
H5 3.82 -3.45 1.13
H6 4.67 -3.77 -0.40
H7 1.93 -3.60 -0.22
H8 1.75 -2.65 1.27
H9 -1.57 -2.58 0.15
H10 -0.47 -3.72 0.94
H11 -0.61 -0.43 4.00
H12 -2.30 -0.88 4.37
H13 -0.96 -1.85 5.01
H14 -2.37 -3.68 2.05
H15 -1.63 -4.07 3.62
H16 -3.08 -3.06 3.53
Cl1 -0.53 3.68 -0.65
C9 0.83 3.56 0.46
C10 1.29 2.30 0.79
C11 2.36 2.28 1.67
Cl2 3.01 0.72 2.16
C12 2.96 3.42 2.19
Cl3 4.30 3.32 3.27
C13 2.46 4.66 1.82
Cl4 3.17 6.10 2.45
C14 1.38 4.74 0.95
Cl5 0.75 6.28 0.49
Se1 -5.72 1.39 -4.85
N3 -5.56 1.29 -3.08
C15 -4.30 1.12 -2.81
C16 -3.77 1.00 -1.46
C17 -4.57 1.09 -0.32
C18 -3.98 0.97 0.92
C19 -2.61 0.74 0.99
N4 -1.84 0.64 -0.09
C20 -2.40 0.79 -1.30
C21 -1.49 0.75 -2.46
N5 -0.18 0.60 -2.20
C22 0.68 0.59 -3.21
C23 0.28 0.72 -4.54
C24 -1.07 0.87 -4.82
C25 -1.98 0.89 -3.76
C26 -3.41 1.06 -3.95
N6 -3.97 1.18 -5.12
H17 -5.63 1.26 -0.44
H18 -4.57 1.06 1.82
H19 -2.11 0.66 1.94
H20 1.72 0.47 -2.95
H21 1.01 0.72 -5.33
H22 -1.43 0.99 -5.83

## Properties
Highest occupied orbital energy (spin up / spin down) = -10.59 / -10.58 eV
Multiplicity = 6
Total charge = +1
E = -201678.4964 eV
<S²> = 8.756

Atom charges from the Mulliken analysis, given in e for atoms 1 to 4:
1 Mn 0.83
2 C -0.98
3 N 0.24
4 C -0.99


Record 6
A 2-piece molecular cluster, C4H10FNO2S overall. Source: the OMol25 dataset; level of theory: ωB97M-V/def2-TZVPD.

CARTESIAN COORDINATES (ANGSTROEM)
C1 -2.21 -0.36 0.02
C2 -1.19 1.69 -1.13
C3 1.31 -0.93 -0.48
C4 -1.76 0.33 -1.20
N1 2.96 -0.55 1.88
O1 1.61 1.30 0.60
O2 0.44 -0.39 2.00
F1 -1.76 -0.49 -2.28
S1 1.45 -0.06 1.04
H1 -1.39 -0.79 0.55
H2 -2.83 0.26 0.71
H3 -2.81 -1.19 -0.17
H4 -1.02 1.99 -2.15
H5 -0.37 1.43 -0.51
H6 -2.11 2.27 -0.80
H7 1.86 -0.39 -1.28
H8 1.38 -1.94 -0.39
H9 2.65 -1.44 2.33
H10 3.79 -0.74 1.25

## Properties
Highest occupied orbital energy (spin up / spin down) = -9.80 / -6.77 eV
Multiplicity = 1
E = -23442.5949 eV

Atom charges from the Mulliken analysis, given in e for atoms 1 to 4:
1 C -0.95
2 C -0.54
3 C -0.78
4 C 0.56


Record 7
A 2-piece molecular cluster, C5H10O overall. Source: the OMol25 dataset; level of theory: ωB97M-V/def2-TZVPD.

CARTESIAN COORDINATES (ANGSTROEM)
C1 1.05 2.20 0.05
C2 0.35 0.96 -0.50
C3 0.03 -0.06 0.55
C4 -1.09 -1.40 -0.53
C5 -0.75 -2.47 0.40
O1 0.20 -2.34 1.15
H1 1.23 2.91 -0.77
H2 0.43 2.70 0.81
H3 2.02 1.96 0.50
H4 -0.59 1.21 -0.99
H5 1.00 0.49 -1.25
H6 0.97 -0.33 1.10
H7 -0.71 0.17 1.30
H8 -0.42 -1.28 -1.37
H9 -2.13 -1.50 -0.97
H10 -1.36 -3.38 0.50

## Properties
Highest occupied orbital energy = -9.34 eV
Multiplicity = 1
E = -7391.3462 eV

Atom charges from the Mulliken analysis, given in e for atoms 1 to 4:
1 C -1.30
2 C -0.17
3 C -0.62
4 C -0.74


Record 8
C5H8O as an isolated structure. Source: the OMol25 dataset; level of theory: ωB97M-V/def2-TZVPD.

CARTESIAN COORDINATES (ANGSTROEM)
C1 -2.09 0.68 -0.05
C2 -2.64 -0.42 0.45
C3 1.58 0.63 -0.99
C4 1.47 -0.84 -0.71
O1 1.94 -0.78 0.64
C5 2.08 0.63 0.43
H1 -2.12 0.90 -1.12
H2 -1.59 1.41 0.58
H3 -2.62 -0.63 1.52
H4 -3.15 -1.14 -0.17
H5 0.42 -1.18 -0.79
H6 2.09 -1.47 -1.37
H7 1.50 1.25 1.12
H8 3.13 0.97 0.46

## Properties
Highest occupied orbital energy = -9.17 eV
Multiplicity = 1
E = -7356.2463 eV

Atom charges from the Mulliken analysis, given in e for atoms 1 to 4:
1 C -0.56
2 C -0.39
3 C -0.37
4 C -0.06